No. 1
{"formula": "C28H64BrFN3O10S7", "method": "ωB97M-V with the def2-TZVPD basis set", "elements": ["C", "C", "C", "N", "N", "C", "C", "Br", "N", "C", "C", "C", "C", "O", "O", "C", "C", "C", "C", "C", "O", "F", "H", "H", "H", "H", "H", "H", "H", "H", "H", "H", "H", "H", "H", "H", "H", "H", "H", "H", "H", "H", "H", "H", "C", "S", "O", "C", "H", "H", "H", "H", "H", "H", "C", "S", "O", "C", "H", "H", "H", "H", "H", "H", "C", "S", "O", "C", "H", "H", "H", "H", "H", "H", "C", "S", "O", "C", "H", "H", "H", "H", "H", "H", "C", "S", "O", "C", "H", "H", "H", "H", "H", "H", "C", "S", "O", "C", "H", "H", "H", "H", "H", "H", "C", "S", "O", "C", "H", "H", "H", "H", "H", "H"], "coordinates": [[-4.958, 1.235, 1.606], [-4.718, 2.851, 1.959], [-3.465, 2.887, 3.037], [-2.711, 4.219, 3.047], [-1.416, 3.860, 2.612], [-0.272, 3.222, 3.373], [0.891, 3.053, 2.230], [2.688, 2.218, 2.539], [0.254, 3.628, 0.968], [0.981, 3.648, -0.392], [0.149, 2.608, -1.355], [0.967, 1.175, -1.632], [-0.209, 0.141, -2.221], [-0.169, -1.172, -1.894], [-1.209, 0.763, -3.108], [-2.523, 0.108, -3.014], [-3.142, 0.000, -1.500], [-1.184, 4.159, 1.145], [-2.173, 4.853, 0.012], [-1.434, 6.103, -0.790], [-1.252, 7.289, -0.198], [-0.901, 5.955, -2.190], [-3.919, 0.756, 1.265], [-5.234, 0.668, 2.619], [-5.756, 1.067, 0.766], [-5.700, 3.342, 2.426], [-4.501, 3.419, 0.957], [-3.800, 2.624, 4.148], [-2.717, 2.026, 2.691], [-2.653, 4.594, 4.028], [-0.258, 2.896, 4.497], [2.091, 3.289, -0.177], [1.007, 4.744, -0.811], [-0.889, 2.261, -0.877], [-0.162, 3.138, -2.378], [1.851, 1.333, -2.406], [1.328, 0.711, -0.619], [-3.277, 0.798, -3.631], [-2.570, -0.950, -3.557], [-2.562, 0.608, -0.685], [-4.258, 0.402, -1.497], [-3.218, -1.162, -1.254], [-2.629, 4.040, -0.709], [-3.092, 5.353, 0.585], [-6.389, -4.440, -3.602], [-4.865, -4.121, -2.681], [-4.967, -2.739, -2.105], [-3.783, -4.028, -4.128], [-7.217, -4.499, -2.892], [-6.576, -3.629, -4.309], [-6.302, -5.390, -4.134], [-4.129, -3.242, -4.803], [-3.780, -4.991, -4.644], [-2.770, -3.796, -3.791], [5.058, -0.399, -0.090], [5.275, 1.393, 0.031], [4.115, 2.036, -0.669], [6.700, 1.487, -1.081], [4.188, -0.684, 0.505], [4.894, -0.688, -1.131], [5.944, -0.902, 0.304], [6.436, 1.084, -2.061], [7.533, 0.923, -0.655], [6.990, 2.535, -1.186], [7.392, -4.214, -0.069], [7.927, -2.905, 1.060], [8.179, -1.676, 0.237], [9.535, -3.636, 1.450], [6.412, -3.947, -0.470], [8.104, -4.313, -0.892], [7.313, -5.157, 0.476], [10.116, -3.771, 0.535], [9.388, -4.598, 1.946], [10.070, -2.961, 2.123], [-1.181, -2.301, 4.610], [-0.964, -0.509, 4.730], [-2.125, 0.134, 4.031], [0.461, -0.415, 3.619], [-2.051, -2.586, 5.205], [-1.345, -2.589, 3.569], [-0.295, -2.804, 5.004], [0.197, -0.818, 2.638], [1.294, -0.978, 4.045], [0.750, 0.634, 3.513], [0.565, -5.292, 3.128], [2.089, -4.973, 4.049], [1.987, -3.592, 4.624], [3.170, -4.880, 2.601], [-0.264, -5.352, 3.837], [0.378, -4.481, 2.420], [0.651, -6.242, 2.595], [2.824, -4.094, 1.926], [3.173, -5.844, 2.085], [4.183, -4.649, 2.938], [-0.425, 8.348, -3.883], [-1.003, 9.879, -4.656], [-1.522, 9.527, -6.019], [0.636, 10.614, -4.871], [-1.289, 7.708, -3.691], [0.267, 7.829, -4.551], [0.069, 8.580, -2.937], [1.264, 9.958, -5.479], [1.096, 10.773, -3.893], [0.522, 11.575, -5.377], [-1.910, -7.648, -0.798], [-1.995, -6.408, 0.517], [-1.379, -7.010, 1.745], [-3.791, -6.472, 0.723], [-0.862, -7.800, -1.064], [-2.335, -8.592, -0.450], [-2.455, -7.290, -1.674], [-4.102, -7.487, 0.978], [-4.276, -6.152, -0.202], [-4.072, -5.793, 1.532]], "homo_lumo_gap_ev": 6.65, "charge": 1, "max_force_ha_per_bohr": 0.1941}



No. 2
{"formula": "C4H5NO2", "method": "ωB97M-V with the def2-TZVPD basis set", "elements": ["O", "C", "C", "C", "N", "C", "O", "H", "H", "H", "H", "H"], "coordinates": [[-2.770, 0.489, 1.459], [-1.623, 0.545, 1.246], [-0.336, 0.608, 0.976], [0.532, -0.611, 0.686], [1.454, -0.425, -0.425], [1.000, -0.127, -1.568], [-0.273, 0.093, -1.951], [-0.824, 0.193, -1.157], [0.137, 1.581, 1.069], [-0.109, -1.488, 0.509], [1.134, -0.837, 1.570], [1.677, -0.021, -2.414]], "homo_lumo_gap_ev": 10.00, "charge": 0, "smiles": "O=C=CC/N=C\\O", "max_force_ha_per_bohr": 0.0186}



No. 3
{"formula": "C36H38N4O3SW", "method": "ωB97M-V with the def2-TZVPD basis set", "elements": ["W", "C", "C", "C", "C", "C", "N", "C", "C", "C", "N", "C", "C", "C", "C", "C", "C", "C", "C", "N", "C", "C", "C", "N", "C", "C", "C", "C", "O", "C", "O", "H", "H", "H", "H", "H", "H", "H", "H", "H", "H", "H", "H", "H", "H", "H", "H", "H", "H", "H", "H", "H", "H", "H", "H", "H", "H", "H", "H", "O", "S", "C", "C", "C", "C", "C", "C", "C", "C", "C", "C", "C", "C", "H", "H", "H", "H", "H", "H", "H", "H", "H", "H"], "coordinates": [[1.048, 0.826, 0.229], [-2.292, 6.874, 2.345], [-1.850, 5.588, 1.755], [-2.783, 4.592, 1.464], [-2.412, 3.309, 1.020], [-3.425, 2.361, 0.732], [-3.173, 1.170, 0.277], [-4.099, 0.088, 0.051], [-3.338, -1.159, -0.477], [-3.501, -1.436, -2.003], [-3.142, -0.285, -2.795], [-1.936, 0.056, -3.138], [-0.768, -0.789, -3.084], [-0.708, -1.998, -3.789], [0.484, -2.713, -3.914], [0.559, -3.966, -4.702], [1.625, -2.205, -3.298], [1.591, -1.066, -2.488], [2.778, -0.633, -1.808], [2.793, 0.094, -0.719], [4.132, 0.439, -0.223], [4.067, 1.676, 0.670], [3.296, 2.819, -0.003], [1.862, 2.729, 0.315], [1.299, 3.867, 0.690], [-0.074, 4.071, 1.000], [-0.513, 5.331, 1.453], [-1.017, 3.003, 0.880], [-0.570, 1.774, 0.722], [0.371, -0.338, -2.369], [0.276, 0.683, -1.536], [-3.176, 6.726, 2.962], [-2.560, 7.589, 1.564], [-1.513, 7.334, 2.947], [-3.833, 4.810, 1.598], [-4.461, 2.651, 0.885], [-2.188, 0.910, 0.160], [-4.899, 0.385, -0.635], [-4.585, -0.169, 1.001], [-3.759, -2.041, 0.022], [-1.585, -1.912, -0.010], [-4.537, -1.702, -2.209], [-2.863, -2.287, -2.246], [-3.910, 0.335, -3.041], [-1.781, 1.072, -3.498], [-1.581, -2.341, -4.325], [-0.392, -4.486, -4.739], [1.316, -4.635, -4.304], [0.846, -3.740, -5.730], [2.559, -2.731, -3.417], [3.721, -0.979, -2.228], [4.799, 0.642, -1.070], [4.554, -0.407, 0.334], [5.093, 1.998, 0.871], [3.599, 1.449, 1.645], [3.418, 2.779, -1.096], [3.690, 3.783, 0.334], [1.932, 4.752, 0.742], [0.217, 6.119, 1.582], [-1.958, -1.027, -0.131], [0.905, -1.885, 0.399], [0.411, -3.612, 0.764], [-0.696, -3.926, 1.534], [-1.050, -5.263, 1.653], [-0.322, -6.243, 0.995], [0.780, -5.902, 0.227], [1.160, -4.576, 0.110], [1.571, -0.970, 1.823], [2.818, -1.225, 2.405], [3.243, -0.446, 3.471], [2.454, 0.610, 3.942], [1.190, 0.834, 3.425], [0.673, 0.017, 2.377], [-1.263, -3.167, 2.054], [-1.902, -5.528, 2.259], [-0.615, -7.277, 1.075], [1.347, -6.665, -0.283], [2.017, -4.299, -0.485], [3.420, -2.050, 2.051], [4.183, -0.660, 3.956], [2.811, 1.208, 4.767], [0.541, 1.565, 3.890], [-0.412, -0.179, 2.367]], "homo_lumo_gap_ev": [5.77, 5.75], "charge": 4, "max_force_ha_per_bohr": 0.0482}